ORCA calculation (the ωB97M-V functional and the def2-TZVPD basis) on C20H19N5O2W as an isolated structure at a distorted geometry.

XYZ file:
```
47
Properties=species:S:1:pos:R:3:forces:R:3
N -0.13511 1.88691 -0.31442 0.22 0.94 -1.31
C 0.00031 3.04615 -0.36905 -0.30 -1.67 0.80
C 0.16401 4.46640 -0.30916 0.04 0.61 -0.14
H -0.81630 4.96292 -0.35132 0.17 -0.09 0.02
H 0.77258 4.78991 -1.16676 -0.10 0.09 0.22
H 0.67215 4.74309 0.62679 -0.08 -0.05 -0.19
N 2.22758 -1.43546 -1.53229 0.20 -0.21 -0.30
C 3.19441 -2.07987 -1.54881 -0.71 0.52 0.96
C 4.38666 -2.86097 -1.33675 0.28 -0.16 -0.35
H 5.18796 -2.49385 -1.99319 -0.07 -0.06 0.09
H 4.18572 -3.91298 -1.58293 0.02 0.12 0.04
H 4.70452 -2.77626 -0.28417 -0.17 0.04 -0.25
N -1.80190 -0.63340 -0.30411 -0.32 -0.38 -1.34
C -2.79657 -1.23425 -0.37314 0.86 0.71 0.85
C -4.03296 -1.95806 -0.31386 -0.44 -0.29 -0.12
H -3.94484 -2.77035 0.42382 -0.05 0.15 -0.18
H -4.24571 -2.38438 -1.30475 -0.10 0.00 0.23
H -4.85257 -1.28442 -0.02411 0.16 -0.10 -0.05
W 0.33806 -0.21745 -1.58379 2.71 -1.69 13.30
C 0.27141 -1.74148 0.33427 -0.96 -3.88 3.34
O 0.11866 -2.51367 1.18615 0.93 3.55 -3.91
C 1.72460 0.46196 0.34070 2.86 2.47 3.19
O 2.34068 0.93702 1.19711 -2.56 -2.31 -3.73
C 0.70367 1.22493 -3.09098 0.64 1.43 -2.13
C -0.66444 1.25624 -2.79643 -0.95 1.88 -1.74
C -1.41825 0.09359 -2.79746 -2.08 0.06 -1.74
C -0.83014 -1.14312 -3.08939 -1.02 -1.11 -2.14
C 0.51573 -1.17765 -3.46758 -0.22 -1.04 -2.11
C 1.28462 0.01093 -3.46991 0.86 0.60 -2.08
H 1.31497 2.12039 -3.03930 -0.05 0.01 -0.04
H -1.15711 2.19214 -2.57937 0.04 0.01 0.13
H -2.47515 0.15913 -2.58804 0.00 -0.03 0.15
H -1.40001 -2.06470 -3.04630 -0.04 0.00 -0.01
H 0.96110 -2.13689 -3.69624 0.13 0.01 -0.03
H 2.34218 -0.00569 -3.69748 0.05 -0.11 -0.03
N 0.03266 -0.01651 7.39163 -0.45 0.29 -2.77
C -0.16343 0.11054 6.24102 0.37 -0.23 2.15
C -0.40836 0.26890 4.82435 0.04 -0.03 0.30
C -1.19991 -0.65125 4.13137 -0.35 -0.12 -0.94
C -1.40560 -0.45369 2.75083 0.12 -0.30 1.56
N -0.83285 0.54218 2.09447 -0.17 0.08 -0.64
C -0.15558 1.47070 2.74885 0.33 0.02 1.55
C 0.11095 1.36443 4.12858 -0.04 0.35 -0.93
H -1.64924 -1.50838 4.62795 0.05 0.23 -0.01
H -2.06210 -1.11634 2.19173 0.19 -0.03 0.17
H 0.18060 2.33982 2.18823 0.11 -0.16 0.17
H 0.71232 2.12281 4.62323 -0.18 -0.12 0.01
```
Forces are in eV/Å.

Calculated values
max |F|	13.67	eV/A
highest occupied orbital energy (spin up / spin down)	-20.04 / -19.90	eV
energy above the lowest of the compared OMol25 structures with the same formula, charge and spin	34.80	kJ/mol
2S+1	3
net charge	+4
LUMO energy (spin up / spin down)	-16.878 / -17.607	eV
expectation value of S²	2.144
total energy	-34367.63697	eV